1.
The following is a DFT calculation (ωB97M-V/def2-TZVPD) of a structure of composition C6H19CuPSi2.

Values from the calculation:
Net charge ... +2
HOMO (alpha / beta) ... -0.602 / -0.614 Eh
2S+1 ... 2

Atoms and positions in Å:
1 Cu 1.566 -2.185 -3.308
2 P 0.690 -2.120 0.526
3 Si -0.963 1.262 0.561
4 Si -0.004 -0.424 1.769
5 C 1.990 -1.633 -0.724
6 C -0.435 1.288 -1.276
7 C -0.810 -2.671 -0.450
8 C -0.528 2.981 1.291
9 C -2.871 1.021 0.595
10 C 2.943 -0.489 -0.282
11 H 2.623 -2.529 -0.878
12 H 1.093 0.046 2.622
13 H 0.191 2.177 -1.433
14 H 0.169 0.424 -1.596
15 H -3.117 0.267 1.351
16 H 3.677 -0.850 0.444
17 H 0.552 3.133 1.179
18 H -3.294 2.001 0.839
19 H -1.331 1.300 -1.905
20 H -0.838 3.048 2.339
21 H -1.635 -2.694 0.279
22 H -3.221 0.684 -0.387
23 H -1.095 -1.927 -1.208
24 H -1.059 -0.938 2.671
25 H -1.102 3.697 0.687
26 H -0.707 -3.689 -0.838
27 H 1.552 -1.391 -1.746
28 H 2.431 0.419 0.044
29 H 3.532 -0.205 -1.166

---

2.
The following is a DFT calculation (ωB97M-V/def2-TZVPD) of a cluster of 4 separate species, C3H7NO3S in total.

Values from the calculation:
Energy relative to the best compared isomer or geometry (same formula, charge and spin) ... 6.935 eV
Net charge ... -1
HOMO (alpha / beta) ... -0.169 / -0.119 Eh
2S+1 ... 2

Atoms and positions in Å:
1 S 6.382 -0.046 -0.060
2 O -3.874 0.663 -0.152
3 O -6.358 -0.092 0.529
4 O -3.125 -1.541 -0.335
5 N -1.611 0.176 0.219
6 C 3.473 0.763 -0.051
7 C -2.793 -0.344 -0.091
8 C 2.190 0.425 0.048
9 H -4.752 0.209 -0.045
10 H -0.871 -0.376 -0.215
11 H 3.844 1.763 0.080
12 H 4.283 -0.077 -0.076
13 H 1.483 1.247 -0.024
14 H 1.787 -0.555 0.183
15 H -6.975 -0.003 -0.251

---

3.
The following is a DFT calculation (ωB97M-V/def2-TZVPD) of a structure of composition C24H28AsCoN3.

Values from the calculation:
Net charge ... +3
HOMO (alpha / beta) ... -0.655 / -0.655 Eh

Atoms and positions in Å:
1 As -0.494 -0.260 1.490
2 Co -0.134 -0.023 -0.761
3 N -0.281 -1.794 -1.565
4 N 0.775 0.381 -2.557
5 N -1.783 0.444 -1.613
6 C 1.077 1.730 0.359
7 C -0.248 1.006 -3.459
8 C -1.114 -0.697 3.228
9 C -1.107 2.648 0.989
10 C -0.711 3.875 0.507
11 C -1.443 1.470 -2.642
12 C 3.960 -0.737 0.185
13 C -0.182 -1.155 4.158
14 C -0.635 -1.443 5.435
15 C 3.266 0.441 -0.007
16 C -1.978 -1.280 5.754
17 C 3.347 -1.865 0.765
18 C 1.935 0.526 0.417
19 C -2.469 -0.543 3.519
20 C 1.314 -0.613 0.984
21 C -2.472 -0.798 -2.082
22 C 2.027 -1.816 1.148
23 C -2.891 -0.831 4.805
24 C 1.447 2.982 -0.159
25 C 1.386 -0.865 -3.111
26 C -0.209 1.567 0.922
27 C 0.565 4.036 -0.069
28 C 1.018 -2.064 -2.240
29 C -1.439 -1.817 -2.520
30 H 2.468 -0.761 -3.160
31 H -3.181 -0.211 2.774
32 H -1.869 -2.818 -2.566
33 H -0.444 -2.515 -0.867
34 H 5.004 -0.791 -0.100
35 H 0.956 -2.978 -2.834
36 H 0.862 5.013 -0.428
37 H 2.432 3.137 -0.582
38 H -3.170 -0.568 -2.889
39 H -1.371 4.728 0.586
40 H 3.772 1.301 -0.425
41 H 1.043 -1.002 -4.135
42 H -3.934 -0.712 5.066
43 H 0.064 -1.791 6.183
44 H -2.080 2.535 1.454
45 H -3.049 -1.175 -1.238
46 H -2.308 1.670 -3.278
47 H 1.515 1.060 -2.409
48 H 0.867 -1.261 3.913
49 H -2.398 0.896 -0.942
50 H 1.557 -2.682 1.599
51 H -2.319 -1.505 6.756
52 H 3.924 -2.768 0.919
53 H -1.059 -1.595 -3.513
54 H 1.765 -2.219 -1.462
55 H 0.183 1.845 -4.004
56 H -0.553 0.276 -4.204
57 H -1.206 2.383 -2.096

---

4.
The following is a DFT calculation (ωB97M-V/def2-TZVPD) of the molecule C2HNO3S.

Values from the calculation:
Energy relative to the best compared isomer or geometry (same formula, charge and spin) ... 1.500 eV
HOMO ... -0.376 Eh
SMILES ... O=C=NC(=O)SO

Atoms and positions in Å:
1 S 1.733 -0.655 -0.284
2 O 1.413 1.904 -0.004
3 O 0.787 -1.884 0.138
4 O -3.000 0.328 -0.254
5 N -0.644 0.638 -0.250
6 C 0.875 0.877 -0.134
7 C -1.875 0.607 -0.243
8 H 0.712 -1.815 1.032